(1)
Here is C6H7NO3 in the gas phase at a distorted geometry from the OMol25 dataset. Energies are from ωB97M-V/def2-TZVPD.

Results
SMILES string: NC(=O)C(=O)CC#CCO
Net charge: 0
Highest occupied orbital energy (eV): -9.49
Frontier orbital gap (Ha): 0.3686
Largest force on an atom (Eh/bohr): 0.064
Molecular weight (g/mol): 141.1

Positions of all 17 atoms, in Å:
N: 3.67512 0.48111 0.72478
C: 2.97589 -0.01674 -0.29552
O: 3.41209 -0.91906 -1.00629
C: 1.47148 0.34130 -0.26627
O: 1.13103 1.49160 -0.38104
C: 0.53294 -0.81175 0.00025
C: -0.87745 -0.48593 -0.16655
C: -2.05017 -0.20406 -0.26347
C: -3.47102 0.12916 -0.38767
O: -3.94795 0.64776 0.83818
H: 3.81167 1.48242 0.79157
H: 4.27201 -0.23195 1.19255
H: 0.73858 -1.18430 1.01714
H: 0.83000 -1.63893 -0.66563
H: -4.02482 -0.78000 -0.67702
H: -3.59331 0.86186 -1.20316
H: -4.88611 0.83753 0.74813

Force components x, y, z for each atom (eV/Å):
1.3 0.1 1.9
-0.8 -2.8 -1.7
-0.9 0.8 0.6
0.5 1.2 -0.4
-0.1 -0.3 0.0
0.1 -0.6 -0.3
-1.2 0.4 0.1
1.1 -0.3 0.1
0.0 -0.1 -0.5
0.0 0.0 0.2
-0.1 -0.4 0.6
0.0 1.5 -0.9
-0.1 0.2 -0.2
-0.1 0.2 0.1
0.1 0.2 0.1
0.1 -0.2 0.2
0.0 0.0 -0.1

=====

(2)
Here is a 2-piece molecular cluster, CH6BN overall at a distorted geometry from the OMol25 dataset. Energies are from ωB97M-V/def2-TZVPD.

Results
Net charge: 0
Highest occupied orbital energy (alpha / beta) (eV): -7.45 / -9.32
Frontier orbital gap (alpha / beta) (Ha): 0.2640 / 0.3425
Largest force on an atom (Eh/bohr): 0.063
Molecular weight (g/mol): 42.9

Positions of all 9 atoms, in Å:
B: 1.10962 -1.97177 -0.15443
C: -0.89621 1.09793 0.19461
N: 0.12193 0.72844 -0.72619
H: 0.02979 -2.17426 0.20852
H: 2.10427 -2.48790 -0.22010
H: -0.53652 1.14250 1.20925
H: -1.25544 2.06941 -0.17393
H: -1.73445 0.36883 0.07233
H: 1.05699 1.22682 -0.41005

Force components x, y, z for each atom (eV/Å):
-1.2 1.9 0.2
-0.7 -0.8 -0.7
3.2 0.5 0.0
-0.5 -0.4 0.1
1.4 -0.9 -0.2
-0.3 0.2 0.6
-0.2 0.1 0.4
0.5 0.6 0.4
-2.2 -1.2 -0.8

=====

(3)
Here is a 10-piece molecular cluster, C42H98N2O32P4 overall at a distorted geometry from the OMol25 dataset. Energies are from ωB97M-V/def2-TZVPD.

Results
SMILES string: CCOP(=O)(OCC)OCC.CCOP(=O)(OCC)OCC.CCOP(=O)(OCC)OCC.CCOP(=O)(OCC)OCC.C[N+](=O)[O-].C[N+](=O)[O-].CCOC(=O)OC.CCOC(=O)OC.CCOC(=O)OC.CCOC(=O)OC
Net charge: 0
Highest occupied orbital energy (eV): -10.27
Frontier orbital gap (Ha): 0.3960
Largest force on an atom (Eh/bohr): 0.065
Molecular weight (g/mol): 1267.1

Positions of all 178 atoms, in Å:
C: -5.43043 2.99096 -4.22305
C: -4.90517 2.21558 -5.37126
O: -3.86916 1.27160 -4.94309
P: -2.39941 1.76251 -4.73303
O: -2.00354 2.80667 -5.68145
O: -1.48784 0.50127 -4.88833
C: -1.38798 -0.53658 -3.88505
C: -1.92880 -1.80868 -4.43896
O: -2.40250 2.14282 -3.20326
C: -1.07586 2.44965 -2.61254
C: -1.00082 1.87788 -1.20534
H: -5.54881 2.27801 -3.37382
H: -4.69572 3.73638 -3.88061
H: -6.36433 3.53889 -4.35617
H: -5.63132 1.49851 -5.79249
H: -4.50836 2.79034 -6.23057
H: -0.36773 -0.66723 -3.51621
H: -2.00853 -0.21981 -3.04161
H: -1.27369 -2.12245 -5.24437
H: -1.91859 -2.64807 -3.75220
H: -2.95467 -1.66842 -4.86841
H: -0.25653 2.11238 -3.24749
H: -0.99656 3.53158 -2.58683
H: -1.03789 0.82795 -1.03682
H: -0.09648 2.25677 -0.75858
H: -1.84763 2.31408 -0.62544
C: 0.13959 1.67098 2.93421
C: 0.27040 2.11245 4.32700
O: -0.84017 2.84857 4.84020
P: -2.11357 2.08040 5.43837
O: -1.92713 0.74792 6.07280
O: -2.77161 3.14611 6.38111
C: -2.07182 3.23901 7.68888
C: -2.81069 4.15914 8.61282
O: -3.12154 2.04358 4.24062
C: -4.40274 1.30290 4.43161
C: -5.60593 2.10712 4.08362
H: -0.78061 1.09487 2.90609
H: 0.00449 2.44001 2.21040
H: 0.95787 1.04485 2.66413
H: 0.46111 1.33844 5.07297
H: 1.04956 2.87639 4.41297
H: -2.05580 2.22810 8.06606
H: -1.05223 3.54182 7.41123
H: -3.30924 4.92218 8.03925
H: -3.50521 3.59110 9.24492
H: -2.19778 4.75183 9.29493
H: -4.37552 0.49296 3.69955
H: -4.42811 0.96905 5.48335
H: -5.58243 2.35671 3.04452
H: -6.55413 1.48607 4.13686
H: -5.80312 2.95614 4.71643
C: -5.75773 -5.19287 -0.41541
C: -5.23927 -4.01503 0.28501
O: -4.08308 -3.49591 -0.42633
P: -4.09373 -2.16500 -1.23823
O: -2.78552 -1.82942 -1.73375
O: -5.10574 -2.43552 -2.39713
C: -5.54901 -1.35879 -3.26170
C: -6.90605 -0.87718 -2.91335
O: -4.88360 -1.10055 -0.32412
C: -4.24992 0.20836 -0.14682
C: -5.11603 0.93081 0.92499
H: -6.37336 -4.83267 -1.28027
H: -4.97831 -5.86988 -0.71370
H: -6.47645 -5.80349 0.19539
H: -6.02678 -3.27971 0.35177
H: -4.83658 -4.31459 1.25420
H: -4.80400 -0.56131 -3.27571
H: -5.47569 -1.71200 -4.26518
H: -7.00069 0.07206 -3.49722
H: -7.64691 -1.62306 -3.22577
H: -7.04618 -0.72706 -1.85136
H: -3.28887 0.04559 0.31070
H: -4.10471 0.75663 -1.08260
H: -5.04418 0.32892 1.81778
H: -4.59142 1.85701 1.12391
H: -6.15766 1.13851 0.63558
C: 6.25801 4.52948 1.14465
C: 5.54514 5.13276 -0.06946
O: 5.74018 4.25644 -1.18364
P: 4.51574 4.17508 -2.23753
O: 4.91824 3.45816 -3.44365
O: 3.26785 3.66838 -1.41826
C: 3.12112 2.26868 -1.06505
C: 2.58970 2.06652 0.34648
O: 4.06261 5.69658 -2.45250
C: 4.66070 6.54704 -3.51905
C: 4.12054 7.96057 -3.47386
H: 5.83396 3.59698 1.56060
H: 7.30111 4.29898 0.85635
H: 6.32077 5.27056 1.93117
H: 4.47420 5.20250 0.02151
H: 5.99731 6.07662 -0.34817
H: 2.45758 1.83974 -1.79759
H: 4.11718 1.82850 -1.10015
H: 1.66213 2.65395 0.41268
H: 2.38882 1.02648 0.54084
H: 3.35096 2.34179 1.08231
H: 5.76900 6.47458 -3.46305
H: 4.41767 6.08000 -4.46307
H: 4.43192 8.46688 -2.56737
H: 4.53115 8.52164 -4.32984
H: 3.02000 7.91196 -3.56473
C: 0.48049 -1.80373 -0.99594
N: 1.14457 -1.42716 0.28742
O: 0.47007 -0.90257 1.12340
O: 2.31436 -1.71620 0.42760
H: 0.50435 -2.87564 -0.97726
H: 1.10553 -1.40787 -1.76976
H: -0.50418 -1.40649 -0.92967
C: -1.50798 -4.81036 -0.55864
N: -1.45939 -4.54756 0.92430
O: -2.39744 -4.86095 1.60202
O: -0.40712 -4.02661 1.30770
H: -0.47927 -4.96202 -0.88778
H: -2.02346 -3.94877 -0.99846
H: -2.13173 -5.72314 -0.65214
C: 6.87803 1.17742 -1.36474
C: 6.70637 0.16312 -0.28950
O: 5.62639 0.65636 0.56309
C: 5.43511 -0.10120 1.61683
O: 5.99727 -1.14478 1.89789
O: 4.53206 0.56591 2.36381
C: 4.13135 -0.14631 3.62150
H: 7.78460 0.98322 -1.93462
H: 6.99196 2.16727 -0.94664
H: 6.03494 1.17510 -2.06571
H: 7.54760 0.17035 0.43122
H: 6.48771 -0.82557 -0.65368
H: 5.00316 -0.49203 4.15833
H: 3.61059 -0.99348 3.19722
H: 3.45385 0.52866 4.12118
C: 4.19092 -1.94670 -2.28434
C: 3.37452 -2.54579 -3.38849
O: 3.18377 -1.55784 -4.51952
C: 2.49305 -0.46410 -4.26464
O: 1.91405 -0.23430 -3.17277
O: 2.60093 0.33293 -5.30072
C: 1.95331 1.62068 -5.29985
H: 4.36048 -2.68615 -1.53335
H: 3.76326 -1.02441 -1.94018
H: 5.19880 -1.75753 -2.69030
H: 2.34983 -2.81221 -3.08839
H: 3.79447 -3.37921 -3.92429
H: 2.20702 2.23911 -4.43344
H: 0.86274 1.53973 -5.32223
H: 2.31808 2.11504 -6.22772
C: 5.11085 -7.15175 -1.66635
C: 5.28680 -5.69777 -1.36740
O: 4.50692 -5.21463 -0.30663
C: 3.21358 -4.89927 -0.62411
O: 2.74321 -4.83326 -1.71286
O: 2.46526 -4.80077 0.45722
C: 3.14060 -4.45764 1.70940
H: 5.60930 -7.39952 -2.59064
H: 4.08245 -7.44631 -1.81838
H: 5.51960 -7.79464 -0.84779
H: 5.07040 -5.09454 -2.25601
H: 6.32228 -5.43763 -1.12715
H: 3.85711 -3.66985 1.49392
H: 3.73569 -5.28178 2.09446
H: 2.44269 -4.10008 2.42625
C: -0.19042 -2.04652 4.26808
C: -1.45137 -1.69218 3.51502
O: -2.52920 -2.34952 4.17985
C: -3.75510 -2.31629 3.71101
O: -4.14907 -1.89855 2.69074
O: -4.70292 -2.86106 4.53329
C: -4.34961 -3.38360 5.81041
H: 0.16966 -3.04639 4.20956
H: -0.34530 -1.71172 5.31357
H: 0.62759 -1.40753 3.92820
H: -1.36929 -2.10664 2.53080
H: -1.65840 -0.62091 3.50979
H: -3.61588 -4.19965 5.74273
H: -5.20894 -3.67600 6.36545
H: -3.90095 -2.58419 6.39062

Force components x, y, z for each atom (eV/Å):
0.4 0.3 1.8
0.1 -1.4 -1.7
-0.8 0.0 0.2
0.5 0.7 -1.0
0.1 0.2 0.2
0.7 -0.5 0.0
-1.1 0.2 1.1
-0.5 -0.6 -1.3
1.1 0.1 0.8
-0.6 -0.4 0.1
-1.0 1.7 0.3
-0.1 0.5 -0.5
-0.1 -0.2 -0.1
0.0 -0.3 -0.4
-0.1 0.6 0.2
-0.1 0.0 0.7
0.0 0.4 -0.4
0.3 -0.1 0.0
0.0 0.0 -0.5
-0.2 0.3 0.4
0.8 -0.1 0.5
-0.2 -0.4 -0.1
-0.1 0.1 0.1
0.0 -1.0 -0.5
0.4 0.1 0.3
0.5 -0.2 -0.3
-1.5 -0.9 0.1
1.3 1.5 1.5
-1.7 -0.3 0.4
-0.1 -1.0 -0.3
0.6 1.0 -0.5
0.2 0.6 1.2
0.3 -0.1 -1.0
-0.2 0.3 0.5
-1.2 -0.1 -0.6
0.7 -0.2 0.4
-1.7 -0.5 0.1
0.0 -0.4 -0.4
0.2 0.9 -0.3
0.6 -0.5 -0.3
0.2 -0.4 -0.5
0.3 -0.4 0.0
0.2 -0.3 0.3
-0.2 0.2 0.5
-0.6 0.1 -0.3
-0.1 0.3 -0.4
0.5 -0.4 -0.1
0.3 -0.3 0.6
0.0 -0.2 -0.6
0.2 0.7 -0.6
1.2 0.2 0.3
0.3 0.5 0.1
-2.3 -1.0 -1.1
0.8 0.0 1.0
-0.5 0.0 0.1
-2.3 0.1 0.9
2.0 0.8 0.3
-1.0 -0.4 -0.7
1.4 0.0 0.6
-0.6 0.3 -0.8
1.2 0.2 -1.0
-1.3 0.0 1.4
0.9 -0.2 -1.3
0.8 -0.6 0.3
0.4 -0.2 -0.4
0.7 0.7 -0.2
0.1 0.5 0.4
-0.2 0.5 0.1
0.1 0.2 0.5
-0.3 -0.7 -0.7
-0.5 -0.6 0.6
0.0 0.4 -0.1
0.2 0.4 0.2
0.5 -0.1 0.0
-0.3 -0.2 0.0
-0.4 -0.2 0.2
-0.1 0.5 0.1
0.4 -0.2 0.0
0.4 -0.2 -0.4
0.4 -1.0 0.4
-0.5 -0.5 -1.1
0.7 1.0 0.0
-0.1 -0.3 0.0
-0.3 0.3 0.3
0.8 -0.3 0.4
0.1 1.2 -0.6
0.3 0.5 -0.4
0.6 -1.1 0.2
-0.2 -0.5 -0.2
-0.1 0.5 -0.4
-0.4 0.1 0.1
-0.1 0.2 0.3
-0.3 0.6 0.8
-0.1 0.4 0.2
-0.1 -0.3 -0.3
-0.1 -0.3 -0.3
0.3 -0.2 0.5
-0.2 -0.5 -0.2
-0.3 0.3 0.0
-0.6 0.3 0.3
-0.3 -0.2 -0.2
-0.2 0.1 0.2
-0.2 -0.3 0.3
0.5 0.3 0.2
0.7 0.0 1.0
0.2 -0.9 -0.9
-0.7 0.8 1.1
0.5 0.1 0.0
-0.1 -0.6 -0.2
0.1 0.2 -0.5
-0.7 0.1 -0.3
-0.7 -0.7 0.5
1.7 0.4 -1.1
-0.2 0.0 0.6
-1.1 -0.2 0.3
-0.2 0.1 0.0
0.5 -0.3 0.0
0.4 0.7 -0.2
0.1 0.0 -0.7
0.5 1.0 1.3
0.2 -0.5 -1.2
-0.3 -0.1 1.3
-0.7 0.9 -0.2
0.2 -0.8 1.5
0.2 0.1 -2.6
0.0 -0.2 -0.1
-0.1 0.2 0.1
0.2 0.1 0.1
0.0 -0.5 -0.9
-0.1 -0.4 0.1
0.1 0.3 0.3
-0.4 -0.5 0.6
0.1 0.1 0.3
1.3 -0.2 -1.4
-1.9 1.2 -1.1
0.3 -0.7 0.7
-0.4 0.2 2.5
0.9 0.0 -2.7
-0.4 0.5 -0.1
-0.1 0.6 -0.4
-0.3 -0.3 0.9
-0.2 0.2 0.5
-0.2 0.3 0.1
0.5 0.0 0.1
0.4 -0.3 0.1
0.4 -0.3 -0.1
0.1 -0.3 -0.2
-0.3 -0.4 0.8
0.3 -1.0 1.0
0.9 1.0 -1.4
-1.2 0.4 0.4
0.7 -1.1 1.3
-0.1 0.0 -1.2
0.0 0.6 1.3
1.2 -0.1 -1.1
0.4 -0.1 -0.2
-0.5 0.2 0.1
-0.2 0.5 -0.6
-0.2 -0.2 0.0
-0.1 -0.3 0.2
-0.1 0.2 0.1
-0.3 -0.3 0.0
-0.9 0.0 0.2
0.0 2.2 1.2
0.4 -0.5 -0.2
-0.5 -0.6 1.3
-0.5 -1.3 2.3
-0.2 1.5 -3.0
0.4 -0.3 0.1
1.7 0.6 0.0
-0.3 -0.9 -0.1
0.1 -0.5 -0.3
-0.1 0.0 -0.3
-0.2 0.2 -0.8
0.1 -0.1 0.0
-0.4 0.1 -0.1
-1.0 -0.4 -0.2
0.3 0.1 0.2

=====

(4)
Here is C30H30NOS3Yb as an isolated structure at a distorted geometry from the OMol25 dataset. Energies are from ωB97M-V/def2-TZVPD.

Results
Net charge: +2
Highest occupied orbital energy (alpha / beta) (eV): -13.59 / -13.59
<S²>: 0.751
Multiplicity: 2
Frontier orbital gap (alpha / beta) (Ha): 0.2894 / 0.2529
Largest force on an atom (Eh/bohr): 0.021
Molecular weight (g/mol): 689.8

Positions of all 66 atoms, in Å:
Yb: 0.20920 -0.41110 -0.62050
C: 1.03410 2.67690 -2.82640
C: -0.03660 2.20050 -1.88960
C: -0.06090 2.65280 -0.56500
C: -1.09530 2.29690 0.31260
C: -1.17880 2.93870 1.66250
C: -2.09070 1.41620 -0.14040
C: -2.14130 1.00650 -1.48600
C: -3.35270 0.30010 -2.01690
C: -1.09720 1.39180 -2.34720
H: 0.79000 3.68220 -3.17100
H: 1.11870 2.04240 -3.70630
H: 1.99700 2.72940 -2.31820
H: 0.68360 3.37140 -0.24260
H: -1.35140 4.00810 1.53490
H: -0.24910 2.82560 2.21800
H: -1.99140 2.53200 2.25760
H: -2.93870 1.19920 0.50190
H: -4.19300 0.99320 -2.01120
H: -3.63030 -0.55460 -1.40290
H: -3.19830 -0.03530 -3.03810
H: -1.19640 1.20220 -3.41350
S: 2.56280 0.55570 -0.15880
C: 1.83300 0.51960 1.39060
N: 0.58050 0.07930 1.54530
C: 0.23530 0.06370 2.89030
C: -0.97710 -0.36780 3.43030
C: -1.11900 -0.39120 4.80390
C: -0.08900 0.02770 5.64480
C: 1.10810 0.48630 5.12920
C: 1.25750 0.49980 3.75170
S: 2.66430 0.97490 2.83000
H: -1.77920 -0.68890 2.77630
H: -2.04150 -0.74110 5.23770
H: -0.22510 -0.00440 6.71360
H: 1.91410 0.81020 5.77040
O: -0.92890 -1.69380 -1.82160
S: -0.97100 -2.94810 -2.68980
C: -0.19820 -2.39440 -4.26960
C: 1.24180 -2.00520 -4.18660
C: 1.62800 -0.88740 -3.44310
C: 2.94730 -0.45220 -3.45430
C: 3.89040 -1.13590 -4.20750
C: 3.51800 -2.25390 -4.93530
C: 2.20640 -2.69910 -4.91260
C: 0.42690 -3.95950 -2.00450
C: 0.98790 -3.34560 -0.75810
C: 0.18030 -3.22910 0.39300
C: 0.75030 -2.88020 1.61650
C: 2.11550 -2.63360 1.70450
C: 2.90250 -2.68120 0.56370
C: 2.34370 -3.01260 -0.66530
H: -0.81900 -1.55010 -4.57760
H: -0.35060 -3.21150 -4.97380
H: 0.85070 -0.27410 -2.96370
H: 3.23540 0.43900 -2.91700
H: 4.91090 -0.78940 -4.24250
H: 4.24470 -2.76850 -5.54600
H: 1.92700 -3.55630 -5.50600
H: 1.19460 -4.08560 -2.76680
H: -0.01480 -4.92850 -1.77060
H: -0.85010 -3.57010 0.36640
H: 0.14550 -2.87740 2.51280
H: 2.56880 -2.45080 2.66610
H: 3.96650 -2.51830 0.63440
H: 2.99430 -3.12890 -1.52150

Force components x, y, z for each atom (eV/Å):
-0.2 0.9 0.4
0.0 0.0 0.0
-0.3 0.0 0.0
-0.4 -0.2 0.0
0.1 0.0 -0.3
0.0 -0.1 0.0
0.1 0.1 -0.4
0.1 0.3 0.1
0.1 0.0 0.1
0.0 0.2 0.3
0.0 0.1 0.0
0.0 0.0 0.0
0.0 0.0 0.0
0.1 -0.2 0.1
0.0 0.0 0.0
0.1 0.0 0.0
0.0 0.0 0.0
0.1 -0.1 0.1
-0.1 0.0 0.0
0.0 0.0 0.0
0.0 0.0 -0.1
0.2 -0.2 0.1
0.6 0.2 -0.5
-0.3 0.0 0.0
0.8 0.4 0.5
-0.1 0.0 0.6
0.2 0.0 -0.2
0.0 0.0 -0.1
0.1 0.1 0.0
0.0 0.0 0.0
-0.1 -0.1 -0.3
-0.4 -0.2 -0.2
0.0 0.0 0.0
-0.1 0.0 0.0
0.0 0.0 0.1
0.0 0.0 0.1
-0.5 0.0 -0.2
0.7 -0.4 -0.6
-0.1 -0.1 0.2
0.0 0.1 0.2
0.0 0.2 -0.1
-0.1 0.0 0.0
0.0 0.0 0.1
0.1 0.0 0.0
-0.2 0.1 0.1
-0.3 -0.1 0.0
0.2 0.3 0.3
0.3 -0.2 0.2
-0.1 -0.3 -0.2
0.1 -0.2 -0.2
-0.1 -0.1 0.3
-0.3 -0.4 -0.1
-0.1 -0.1 0.0
-0.1 -0.1 0.0
0.3 -0.1 -0.4
0.0 0.1 0.1
0.1 0.1 0.0
0.1 -0.1 0.0
-0.1 -0.1 -0.1
-0.1 0.0 -0.1
0.0 0.0 -0.1
0.0 0.2 0.0
-0.1 0.1 0.0
0.0 0.1 0.1
0.1 0.1 0.0
0.0 0.1 -0.2